Computed, not measured: one molecule with the formula C20H27N3O3 in a non-equilibrium geometry, with ωB97M-V/def2-TZVPD.

Each line ends with the Löwdin charge.
Cartesian coordinates (Å):
C1 -3.50416 0.81076 1.16655  -0.108
C2 -2.08552 0.73478 0.61341  -0.260
C3 -1.13527 -0.07162 1.49740  -0.205
C4 -1.49261 -1.55501 1.57799  -0.187
C5 -0.40837 -2.35040 2.31559  -0.104
C6 0.91084 -2.32611 1.56377  -0.462
O1 1.82088 -1.60188 1.91816  0.052
N1 1.03728 -3.13258 0.47685  -0.040
C7 0.10712 -4.12449 -0.00882  -0.146
H1 0.60643 -5.10401 0.01445  0.132
C8 -0.31380 -3.81837 -1.44866  -0.155
C9 0.91486 -3.71822 -2.34855  -0.147
H2 1.41176 -4.68953 -2.40080  0.121
H3 0.61933 -3.42927 -3.35800  0.117
C10 1.89672 -2.69351 -1.77360  -0.199
C11 1.33129 -1.31809 -1.82698  -0.300
N2 1.62847 -0.32793 -1.05206  0.236
C12 0.84301 0.69214 -1.51881  -0.306
N3 0.10817 0.32651 -2.53954  0.144
O2 0.41858 -0.98463 -2.75219  0.034
C13 0.83206 2.00394 -0.91494  -0.189
C14 0.08475 3.03818 -1.46954  -0.022
C15 0.06320 4.28519 -0.87609  -0.015
C16 0.79196 4.51333 0.28967  -0.271
C17 1.54001 3.47127 0.84681  0.011
C18 1.56308 2.23155 0.25293  -0.014
H4 2.13187 1.42128 0.68184  0.115
H5 2.09334 3.66754 1.75124  0.120
O3 0.84116 5.69625 0.95558  -0.080
C19 0.11365 6.79014 0.45134  -0.089
H6 -0.96103 6.58270 0.42921  0.096
H7 0.45124 7.06982 -0.55175  0.096
H8 0.30649 7.61320 1.13766  0.093
H9 -0.52358 5.07030 -1.32648  0.103
H10 -0.47987 2.85073 -2.36946  0.116
H11 2.82174 -2.69420 -2.36234  0.159
C20 2.24197 -3.04589 -0.31964  -0.098
H12 2.77033 -4.00649 -0.29661  0.137
H13 2.86790 -2.26851 0.12171  0.122
H14 -0.86339 -2.87602 -1.47639  0.107
H15 -0.97881 -4.60580 -1.80635  0.117
H16 -0.77137 -4.17615 0.63011  0.111
H17 -0.73682 -3.37413 2.50103  0.107
H18 -0.22097 -1.87604 3.28055  0.124
H19 -2.43782 -1.68182 2.11005  0.111
H20 -1.62415 -1.94705 0.56708  0.103
H21 -1.13150 0.35286 2.50361  0.124
H22 -0.12267 0.02471 1.10248  0.085
H23 -2.10861 0.30085 -0.38937  0.104
H24 -1.68716 1.74745 0.51747  0.096
H25 -4.11514 1.46374 0.54738  0.068
H26 -3.97220 -0.17033 1.18603  0.063
H27 -3.49467 1.20885 2.17899  0.074

Its structure (SMILES) is CCCCCC(=O)N1CCC[C@@H](c2nc(-c3ccc(OC)cc3)no2)C1. The largest force on an atom is 1.22 eV/A. The calculation puts the total energy at -31791.14270 eV. Its energy above the lowest of the compared OMol25 structures with the same formula, charge and spin is 291.62 kJ/mol. The HOMO energy comes out at -8.3 eV.

=====

Computed, not measured: one molecule with the formula C20H27N3O4 in a non-equilibrium geometry, with ωB97M-V/def2-TZVPD.

Each line ends with the Löwdin charge.
Cartesian coordinates (Å):
C1 -4.70540 -4.70552 0.94649  -0.122
O1 -5.40780 -3.50613 0.76131  -0.190
C2 -4.77583 -2.62911 -0.14445  -0.256
C3 -5.63782 -1.37786 -0.28385  -0.165
C4 -5.01208 -0.31350 -1.19448  -0.170
H1 -4.27659 -0.78312 -1.85130  0.119
C5 -4.34767 0.84614 -0.44336  -0.341
C6 -3.15958 0.39812 0.40955  -0.133
H2 -3.48520 -0.29977 1.18017  0.113
H3 -2.42506 -0.10311 -0.22495  0.130
C7 -2.49806 1.60080 1.08844  -0.139
N1 -2.08195 2.56341 0.09762  -0.041
C8 -0.82338 2.88704 -0.25197  -0.393
O2 -0.57176 3.65132 -1.17177  0.065
C9 0.31804 2.30362 0.50791  -0.165
N2 0.31621 1.88596 1.75113  0.105
O3 1.57440 1.50661 2.05748  0.038
C10 2.36847 1.69695 0.99098  -0.212
C11 1.62791 2.20921 -0.03352  0.081
H4 1.93609 2.48140 -1.01931  0.128
C12 3.80738 1.32536 1.10219  -0.116
O4 4.08080 0.37529 0.09283  -0.027
C13 5.35127 -0.10659 -0.01168  -0.246
C14 5.58427 -1.04092 -1.02563  -0.064
N3 6.75532 -1.59443 -1.24637  0.106
C15 7.78804 -1.26421 -0.47909  -0.351
C16 7.65668 -0.34378 0.55472  -0.025
C17 6.42681 0.24528 0.79708  -0.004
H5 6.32379 0.95892 1.60077  0.107
H6 8.50842 -0.08878 1.16732  0.114
C18 9.09533 -1.92806 -0.77925  -0.044
H7 8.96930 -2.60954 -1.61477  0.074
H8 9.44758 -2.48406 0.08799  0.077
H9 9.84932 -1.18483 -1.03319  0.078
H10 4.77348 -1.33973 -1.67481  0.121
H11 4.43221 2.22057 0.96407  0.145
H12 3.98852 0.90606 2.10116  0.144
C19 -3.18113 3.06319 -0.70318  -0.131
C20 -3.86623 1.91023 -1.43448  -0.136
H13 -4.70699 2.29921 -2.01066  0.119
H14 -3.15613 1.46168 -2.13235  0.129
H15 -2.77721 3.78774 -1.41200  0.120
H16 -3.89525 3.56552 -0.04149  0.132
H17 -1.64131 1.29377 1.68507  0.095
H18 -3.22280 2.08870 1.75079  0.135
H19 -5.09551 1.30084 0.21700  0.147
H20 -5.78992 0.11035 -1.83247  0.113
H21 -5.81824 -0.97118 0.71177  0.116
H22 -6.60354 -1.69277 -0.68061  0.114
H23 -3.76869 -2.37696 0.22123  0.115
H24 -4.66227 -3.11995 -1.12508  0.129
H25 -4.60636 -5.25987 0.00416  0.087
H26 -5.27883 -5.29765 1.65659  0.087
H27 -3.70103 -4.52187 1.35024  0.088

Its structure (SMILES) is COCCCC1CCN(C(=O)c2cc(COc3ccc(C)nc3)on2)CC1. The largest force on an atom is 1.08 eV/A. The calculation puts the total energy at -33836.86561 eV. Its energy above the lowest of the compared OMol25 structures with the same formula, charge and spin is 432.76 kJ/mol. The HOMO energy comes out at -8.8 eV.

=====

Computed, not measured: one molecule with the formula C20H27N3O5S in a non-equilibrium geometry, with ωB97M-V/def2-TZVPD.

Each line ends with the Löwdin charge.
Cartesian coordinates (Å):
C1 -4.95103 -3.29836 -1.19052  -0.023
H1 -5.36462 -2.41480 -1.66909  0.078
H2 -5.55674 -3.54397 -0.32413  0.071
H3 -4.99520 -4.12512 -1.89441  0.085
C2 -3.49511 -3.02871 -0.80989  -0.319
N1 -3.38661 -1.88382 0.09868  -0.002
C3 -3.44212 -0.66368 -0.45647  -0.445
O1 -3.63686 -0.48944 -1.64687  0.053
C4 -3.21050 0.55116 0.45625  -0.009
N2 -1.88651 0.54689 1.02060  0.052
C5 -0.69848 0.48085 0.32807  -0.122
C6 -0.40268 0.39112 -1.02105  0.038
C7 0.94104 0.33057 -1.36101  -0.060
C8 1.92770 0.36032 -0.38925  -0.261
C9 1.64493 0.43781 0.96602  0.026
C10 0.31127 0.49949 1.30356  -0.157
O2 -0.26396 0.57516 2.53987  0.175
C11 -1.61370 0.59925 2.37177  -0.487
O3 -2.41988 0.64342 3.25736  0.131
H4 2.43662 0.42365 1.69532  0.132
S1 3.65556 0.30083 -0.89836  0.668
O4 4.40561 -0.24714 0.19162  -0.279
O5 3.70456 -0.33786 -2.17942  -0.279
N3 4.16965 1.85539 -1.11060  -0.240
C12 4.42416 2.66324 0.05692  -0.190
C13 3.23673 3.56001 0.41363  -0.171
C14 2.83590 4.39199 -0.80308  -0.196
C15 2.51250 3.46792 -1.97562  -0.171
C16 3.71866 2.57564 -2.27597  -0.190
H5 3.49000 1.82828 -3.03558  0.112
H6 4.55080 3.19353 -2.63325  0.132
H7 1.64893 2.84880 -1.72361  0.097
H8 2.26674 4.05159 -2.86376  0.114
H9 1.97129 5.01414 -0.56485  0.110
H10 3.66134 5.05230 -1.07871  0.113
H11 2.39057 2.94556 0.72803  0.096
H12 3.51393 4.20987 1.24473  0.115
H13 4.66864 1.97459 0.86554  0.112
H14 5.30302 3.28541 -0.14920  0.132
H15 1.24601 0.23699 -2.39089  0.119
H16 -1.18073 0.35834 -1.76616  0.116
H17 -3.34329 1.44073 -0.16887  0.144
H18 -3.92432 0.58672 1.28290  0.139
C17 -3.13399 -2.16389 1.49788  -0.139
H19 -2.05773 -2.30731 1.66480  0.138
C18 -3.88709 -3.41661 1.93552  -0.158
C19 -3.43294 -4.64811 1.14217  -0.185
C20 -2.80070 -4.23692 -0.19048  -0.149
H20 -2.84142 -5.06715 -0.89573  0.118
H21 -1.74770 -3.99022 -0.03946  0.117
H22 -4.28566 -5.30341 0.96424  0.107
H23 -2.70081 -5.21731 1.71638  0.109
H24 -4.95406 -3.24104 1.79271  0.108
H25 -3.72197 -3.56591 3.00264  0.115
H26 -3.46221 -1.32676 2.11418  0.111
H27 -2.96689 -2.74194 -1.72862  0.146

Its structure (SMILES) is C[C@@H]1CCCCN1C(=O)Cn1c(=O)oc2cc(S(=O)(=O)N3CCCCC3)ccc21. The largest force on an atom is 1.04 eV/A. The calculation puts the total energy at -46722.67415 eV. Its energy above the lowest of the compared OMol25 structures with the same formula, charge and spin is 192.21 kJ/mol. The HOMO energy comes out at -8.9 eV.

=====

Computed, not measured: one molecule with the formula C20H27N5O3 in a non-equilibrium geometry, with ωB97M-V/def2-TZVPD.

Each line ends with the Löwdin charge.
Cartesian coordinates (Å):
C1 -0.91624 2.58722 -4.12628  -0.082
H1 -1.41448 1.65492 -4.38360  0.082
H2 -1.43601 3.40148 -4.62499  0.075
H3 0.10196 2.54981 -4.50634  0.075
C2 -0.92687 2.79493 -2.61141  -0.418
C3 -2.36666 2.92227 -2.12015  -0.065
H4 -2.88350 3.70081 -2.67661  0.079
H5 -2.90260 1.98615 -2.26673  0.085
H6 -2.40139 3.18579 -1.06836  0.060
C4 -0.18594 1.63214 -1.93913  -0.131
H7 0.70976 1.41077 -2.52445  0.123
H8 -0.82036 0.74391 -1.94156  0.108
C5 0.29235 1.90332 -0.50835  -0.213
N1 1.22393 0.85742 -0.12513  0.118
C6 1.70549 0.73253 1.14295  -0.569
O1 2.25160 -0.27010 1.53865  0.090
O2 1.50166 1.86371 1.82922  0.026
C7 1.87397 1.97462 3.22207  -0.563
C8 3.37818 1.77395 3.39598  -0.018
H9 3.65423 1.96179 4.42990  0.089
H10 3.65421 0.75702 3.13126  0.079
H11 3.92185 2.46355 2.75391  0.091
C9 1.08489 0.95793 4.04787  -0.015
H12 1.32990 -0.05210 3.72907  0.080
H13 0.01719 1.12500 3.91859  0.085
H14 1.33286 1.06576 5.09992  0.089
C10 1.46577 3.40086 3.59227  -0.014
H15 2.07503 4.11645 3.04708  0.088
H16 0.42587 3.56499 3.32159  0.081
H17 1.59320 3.56251 4.65843  0.089
H18 1.17445 -0.01042 -0.63744  0.132
C11 -0.84544 1.99312 0.50766  -0.439
O3 -1.20157 3.01293 1.05110  0.078
N2 -1.45937 0.80810 0.81564  0.081
N3 -1.15499 -0.35435 0.23514  0.058
C12 -1.66206 -1.43942 0.66550  -0.078
C13 -1.34466 -2.70739 0.04403  -0.193
C14 -0.57545 -2.77227 -1.09961  0.049
C15 -0.27312 -4.01377 -1.67859  -0.209
N4 0.47743 -4.06642 -2.80233  0.126
C16 0.73186 -5.24733 -3.29347  -0.112
C17 0.24939 -6.43166 -2.69444  -0.111
N5 -0.48380 -6.41481 -1.61459  0.124
C18 -0.76347 -5.20916 -1.07825  -0.220
C19 -1.55151 -5.12142 0.08800  -0.003
C20 -1.83319 -3.90144 0.62858  -0.028
H19 -2.43498 -3.83260 1.52352  0.110
H20 -1.91456 -6.03724 0.52751  0.115
H21 0.47088 -7.40301 -3.11609  0.104
H22 1.33393 -5.28083 -4.19182  0.104
H23 -0.20163 -1.87534 -1.56535  0.109
H24 -2.34629 -1.45629 1.52193  0.129
H25 -2.14669 0.83687 1.57573  0.168
H26 0.81229 2.86868 -0.46358  0.162
H27 -0.39730 3.72605 -2.38446  0.139

Its structure (SMILES) is CC(C)C[C@H](NC(=O)OC(C)(C)C)C(=O)N/N=C/c1ccc2nccnc2c1. The largest force on an atom is 1.30 eV/A. The calculation puts the total energy at -34772.00363 eV. Its energy above the lowest of the compared OMol25 structures with the same formula, charge and spin is 226.45 kJ/mol. The HOMO energy comes out at -8.7 eV.